The following is a quantum chemistry calculation of a molecular structure, C27H35Cl3GeN6O6PReS2Te, from the OMol25 dataset.

HOMO-LUMO gap (Ha): 0.22993
Charge: +2

XYZ file:
```
83
Properties=species:S:1:pos:R:3:forces:R:3
Re 0.730 -0.715 0.265 0.01 -0.01 0.01
N 2.269 -1.302 1.742 0.01 -0.01 0.00
C 1.706 -1.885 2.942 0.00 0.00 0.01
C 2.436 -2.542 3.888 0.00 0.00 0.00
C 1.802 -3.026 5.053 0.01 0.01 0.00
C 0.466 -2.825 5.254 -0.01 0.00 0.01
C -0.309 -2.155 4.279 0.00 -0.01 -0.01
C -1.698 -1.918 4.402 0.00 -0.01 0.00
C -2.360 -1.284 3.390 0.00 0.00 0.00
C -1.653 -0.911 2.234 0.00 0.01 0.00
N -0.362 -1.116 2.075 0.01 0.00 0.01
C 0.323 -1.710 3.104 0.01 0.01 0.00
H 3.031 -1.887 1.391 0.00 0.00 0.00
H 2.707 -0.414 2.001 -0.01 0.01 0.00
H 3.500 -2.691 3.749 0.00 0.00 0.00
H 2.390 -3.553 5.792 0.00 0.00 0.00
H -0.017 -3.185 6.153 0.00 0.00 0.00
H -2.218 -2.243 5.294 0.00 0.00 0.00
H -3.419 -1.079 3.450 0.00 0.00 0.00
H -2.169 -0.437 1.408 0.00 -0.01 0.00
N -5.415 1.712 -5.434 0.00 0.00 -0.01
C -4.560 1.674 -4.392 0.00 0.00 0.01
C -4.910 1.021 -3.195 0.00 0.01 -0.01
C -4.026 0.991 -2.143 0.00 0.00 0.01
C -2.763 1.584 -2.259 -0.01 0.00 -0.02
C -2.410 2.256 -3.437 0.01 0.00 0.01
C -3.295 2.295 -4.482 0.00 0.00 0.00
S -1.816 1.449 -0.814 0.03 -0.01 0.02
O 3.248 1.276 3.374 0.01 0.00 0.00
O -1.345 2.990 -0.629 -0.02 0.00 -0.01
N -0.457 0.617 -1.012 -0.03 0.01 -0.04
C 0.589 0.935 -1.865 0.02 -0.01 -0.01
N 0.595 1.828 -2.824 -0.01 0.01 -0.01
C 1.737 1.916 -3.519 0.00 0.00 0.00
C 2.844 1.131 -3.247 0.00 -0.01 0.01
C 2.751 0.240 -2.189 0.01 0.00 -0.02
N 1.623 0.154 -1.490 -0.03 -0.01 0.03
H -6.344 1.339 -5.356 0.00 0.00 0.00
H -5.197 2.236 -6.263 0.00 0.00 0.00
H -5.886 0.565 -3.097 0.00 0.00 0.00
H -4.315 0.508 -1.216 0.00 0.00 0.00
H -1.449 2.740 -3.512 0.00 0.00 -0.01
H -3.028 2.820 -5.391 0.00 0.00 0.00
H 1.753 2.642 -4.322 0.00 0.00 0.00
H 3.746 1.206 -3.835 0.00 0.00 0.00
H 3.565 -0.411 -1.894 0.00 0.00 0.00
O -0.750 -2.206 -0.390 -0.01 0.00 -0.02
S -2.120 -1.937 -1.041 0.00 0.00 0.00
C -2.910 -3.568 -0.891 0.00 0.00 0.00
C -3.150 -4.090 -2.307 -0.01 0.00 0.00
C -1.996 -3.565 -3.153 0.01 0.00 0.00
C -1.903 -2.080 -2.830 0.00 0.00 0.00
H -3.805 -3.475 -0.280 0.00 0.00 0.00
H -2.158 -4.152 -0.356 0.00 0.00 0.00
H -4.104 -3.722 -2.691 0.00 0.00 0.00
H -3.197 -5.178 -2.298 0.00 0.00 0.00
H -2.157 -3.720 -4.219 0.00 0.00 0.00
H -1.063 -4.060 -2.880 0.00 0.00 0.00
H -2.723 -1.505 -3.270 0.00 0.00 0.00
H -0.953 -1.606 -3.076 0.00 0.00 0.00
Cl 1.147 -4.707 -0.005 0.00 0.01 0.00
Ge 1.716 -2.754 -0.739 0.01 -0.02 -0.01
Cl 3.923 -2.818 -0.515 0.00 0.01 0.00
Cl 1.540 -2.915 -2.909 0.00 0.00 0.00
C 2.298 2.794 5.013 0.00 -0.01 0.00
C 2.141 2.030 3.729 0.00 0.01 0.00
O 1.886 3.033 2.674 0.00 0.01 0.01
P 1.365 2.606 1.249 0.01 0.04 -0.02
O 1.392 1.119 1.120 0.02 0.00 0.03
Te -0.853 3.620 1.203 0.00 -0.01 0.01
O 2.192 3.378 0.182 0.01 -0.03 0.00
C 3.641 3.138 0.019 0.01 0.01 0.00
C 4.395 4.357 0.475 -0.01 0.01 0.01
H 2.471 2.093 5.829 0.00 0.00 0.00
H 1.401 3.370 5.230 0.00 0.00 0.00
H 3.141 3.483 4.943 0.00 0.00 0.00
H 1.286 1.355 3.734 0.00 0.00 0.00
H 4.051 1.681 3.728 -0.01 0.00 0.00
H 3.771 2.938 -1.041 -0.01 0.00 0.00
H 3.912 2.243 0.582 0.00 0.00 0.00
H 4.086 5.235 -0.089 0.00 0.00 0.00
H 5.462 4.203 0.312 0.00 0.00 0.00
H 4.232 4.547 1.536 0.00 0.00 0.00
```
Forces are in eV/Å.